Entry 1:
{"formula": "C13H29BClNO6PS", "method": "ωB97M-V/def2-TZVPD", "homo_lumo_gap_ev": 7.28, "charge": -1, "lumo_energy_ev": 2.11, "homo_ha": -0.1898, "spin_multiplicity": 1, "symbols": ["C", "O", "C", "C", "C", "C", "C", "C", "B", "C", "C", "C", "Cl", "N", "C", "O", "P", "O", "O", "O", "H", "H", "H", "H", "H", "H", "H", "H", "H", "H", "H", "H", "H", "H", "H", "H", "H", "H", "H", "H", "H", "H", "H", "C", "S", "O", "C", "H", "H", "H", "H", "H", "H"], "xyz": [[0.396, 3.009, 3.603], [-0.921, 3.234, 3.091], [-0.978, 3.267, 1.660], [-2.072, 2.243, 1.179], [-1.929, 0.795, 1.779], [-1.784, -0.224, 0.564], [-1.130, -1.618, 0.960], [0.041, -1.959, -0.067], [1.552, -1.997, 0.595], [2.756, -1.915, -0.525], [2.615, -0.672, -1.511], [3.934, 0.154, -1.641], [2.180, -1.270, -3.217], [1.589, -3.335, 1.430], [2.703, -3.558, 1.860], [3.807, -3.921, 1.895], [1.889, -0.564, 1.862], [3.358, -0.334, 2.090], [1.253, 0.927, 1.400], [1.259, -0.864, 3.410], [0.500, 3.651, 4.521], [0.520, 1.952, 3.936], [1.216, 3.319, 2.915], [-1.358, 4.286, 1.353], [0.008, 3.146, 1.157], [-2.063, 2.270, 0.059], [-3.072, 2.659, 1.478], [-2.882, 0.544, 2.315], [-1.102, 0.684, 2.514], [-2.793, -0.427, 0.115], [-1.222, 0.323, -0.231], [-0.840, -1.702, 2.032], [-1.932, -2.389, 0.794], [-0.141, -3.018, -0.411], [-0.030, -1.329, -0.974], [2.704, -2.881, -1.097], [3.769, -1.783, -0.061], [1.788, 0.015, -1.227], [4.854, -0.466, -1.704], [3.860, 0.731, -2.602], [4.015, 0.924, -0.833], [0.775, 0.864, 0.556], [0.583, -0.193, 3.615], [-3.695, -1.233, -3.702], [-1.932, -0.858, -3.657], [-1.544, -0.691, -2.234], [-2.077, 0.791, -4.372], [-3.848, -2.217, -3.260], [-4.249, -0.487, -3.128], [-4.039, -1.243, -4.737], [-2.732, 1.407, -3.754], [-2.476, 0.715, -5.384], [-1.084, 1.237, -4.406]]}

Entry 2:
{"formula": "C11H36N2O7", "method": "ωB97M-V/def2-TZVPD", "homo_lumo_gap_ev": 9.55, "charge": 0, "lumo_energy_ev": 0.37, "smiles": "NC(N)=O.CC(C)O.CC(C)O.CO.CO.CO.CO", "homo_ha": -0.3372, "spin_multiplicity": 1, "symbols": ["N", "C", "N", "O", "H", "H", "H", "H", "C", "C", "C", "O", "H", "H", "H", "H", "H", "H", "H", "H", "C", "C", "C", "O", "H", "H", "H", "H", "H", "H", "H", "H", "C", "O", "H", "H", "H", "H", "C", "O", "H", "H", "H", "H", "C", "O", "H", "H", "H", "H", "C", "O", "H", "H", "H", "H"], "xyz": [[-1.241, -0.129, -3.039], [-1.351, -0.900, -2.036], [-2.000, -1.986, -2.267], [-0.787, -0.519, -0.835], [-0.511, 0.647, -2.982], [-1.628, -0.301, -4.005], [-2.155, -2.668, -1.521], [-2.743, -2.162, -2.993], [-3.346, -4.362, 1.551], [-2.658, -3.493, 0.440], [-1.140, -3.308, 0.848], [-2.669, -4.004, -0.707], [-2.936, -5.383, 1.563], [-4.410, -4.420, 1.452], [-3.084, -3.961, 2.550], [-2.944, -2.391, 0.382], [-0.581, -2.832, 0.083], [-0.697, -4.282, 1.014], [-1.043, -2.733, 1.769], [-3.565, -4.247, -0.873], [0.349, 3.033, -1.120], [1.243, 2.194, -2.079], [2.117, 1.242, -1.321], [0.696, 1.700, -3.094], [1.044, 3.502, -0.443], [-0.366, 2.375, -0.583], [-0.314, 3.866, -1.480], [2.048, 2.857, -2.487], [2.756, 1.773, -0.570], [2.699, 0.551, -1.941], [1.401, 0.628, -0.713], [0.701, 2.458, -3.751], [3.473, -0.485, 1.810], [4.089, -0.518, 0.512], [2.949, -1.384, 2.176], [2.748, 0.340, 1.825], [4.234, -0.186, 2.503], [4.279, 0.343, 0.191], [-3.671, 1.674, 0.473], [-3.571, 0.399, -0.232], [-3.195, 2.463, -0.059], [-3.309, 1.601, 1.454], [-4.729, 1.910, 0.430], [-2.648, 0.154, -0.295], [0.088, -0.170, 2.182], [0.326, 1.233, 1.968], [0.799, -0.770, 1.618], [-0.980, -0.401, 1.980], [0.254, -0.425, 3.253], [0.444, 1.365, 1.002], [3.909, 3.461, 1.067], [4.984, 2.536, 0.966], [2.956, 2.953, 1.327], [3.743, 3.968, 0.090], [4.097, 4.205, 1.858], [5.850, 2.988, 1.090]]}

Entry 3:
{"formula": "C12H10Cl2Si", "method": "ωB97M-V/def2-TZVPD", "homo_lumo_gap_ev": 10.30, "charge": 0, "lumo_energy_ev": 0.67, "smiles": "Cl[Si](Cl)(c1ccccc1)c1ccccc1", "homo_ha": -0.3538, "spin_multiplicity": 1, "symbols": ["Cl", "Si", "Cl", "C", "C", "C", "C", "C", "C", "C", "C", "C", "C", "C", "C", "H", "H", "H", "H", "H", "H", "H", "H", "H", "H"], "xyz": [[-2.780, -0.507, 0.801], [-1.018, 0.566, 0.919], [-1.298, 2.167, 2.291], [0.234, -0.742, 1.401], [0.438, -0.988, 2.732], [1.197, -2.063, 3.131], [1.610, -2.979, 2.173], [1.361, -2.776, 0.840], [0.752, -1.604, 0.448], [-0.754, 1.278, -0.741], [-1.733, 1.012, -1.662], [-1.608, 1.490, -2.952], [-0.500, 2.242, -3.301], [0.500, 2.478, -2.361], [0.349, 2.044, -1.043], [0.076, -0.261, 3.471], [1.482, -2.179, 4.160], [2.234, -3.802, 2.456], [1.678, -3.518, 0.078], [0.612, -1.376, -0.602], [-2.624, 0.471, -1.359], [-2.341, 1.229, -3.693], [-0.356, 2.563, -4.307], [1.435, 2.956, -2.597], [1.053, 2.299, -0.283]]}

Entry 4:
{"formula": "C16H16N2O", "method": "ωB97M-V/def2-TZVPD", "homo_lumo_gap_ev": 8.03, "charge": 0, "lumo_energy_ev": 0.20, "homo_ha": -0.2880, "spin_multiplicity": 1, "symbols": ["C", "O", "C", "C", "C", "C", "C", "C", "C", "C", "H", "H", "H", "H", "H", "H", "H", "H", "H", "H", "H", "C", "C", "C", "C", "C", "C", "N", "C", "N", "H", "H", "H", "H", "H"], "xyz": [[-2.419, -1.951, 1.876], [-1.727, -1.724, 0.642], [-1.470, -0.406, 0.362], [-1.096, -0.345, -1.092], [-1.224, 0.902, -1.719], [-0.826, 1.077, -3.030], [-0.400, 0.010, -3.817], [0.155, 0.228, -5.200], [-0.463, -1.268, -3.258], [-0.850, -1.476, -1.938], [-2.453, -3.025, 2.117], [-1.826, -1.405, 2.612], [-3.445, -1.567, 1.832], [-2.327, 0.248, 0.655], [-1.556, 1.764, -1.118], [-0.787, 2.098, -3.438], [0.477, -0.704, -5.669], [-0.611, 0.673, -5.839], [1.006, 0.920, -5.199], [-0.137, -2.121, -3.865], [-0.879, -2.502, -1.543], [3.496, 0.791, 3.181], [2.453, 1.567, 3.659], [1.167, 1.369, 3.115], [0.924, 0.419, 2.048], [1.975, -0.378, 1.623], [3.241, -0.175, 2.186], [-0.416, 0.502, 1.653], [-0.936, 1.440, 2.536], [-0.031, 1.984, 3.408], [4.525, 0.907, 3.550], [2.664, 2.307, 4.425], [1.741, -1.131, 0.835], [4.040, -0.793, 1.809], [-1.983, 1.766, 2.598]]}

Which formula does entry 2 have? C11H36N2O7

What did the third record say?
{"formula": "C12H10Cl2Si", "method": "ωB97M-V/def2-TZVPD", "homo_lumo_gap_ev": 10.30, "charge": 0, "lumo_energy_ev": 0.67, "smiles": "Cl[Si](Cl)(c1ccccc1)c1ccccc1", "homo_ha": -0.3538, "spin_multiplicity": 1, "symbols": ["Cl", "Si", "Cl", "C", "C", "C", "C", "C", "C", "C", "C", "C", "C", "C", "C", "H", "H", "H", "H", "H", "H", "H", "H", "H", "H"], "xyz": [[-2.780, -0.507, 0.801], [-1.018, 0.566, 0.919], [-1.298, 2.167, 2.291], [0.234, -0.742, 1.401], [0.438, -0.988, 2.732], [1.197, -2.063, 3.131], [1.610, -2.979, 2.173], [1.361, -2.776, 0.840], [0.752, -1.604, 0.448], [-0.754, 1.278, -0.741], [-1.733, 1.012, -1.662], [-1.608, 1.490, -2.952], [-0.500, 2.242, -3.301], [0.500, 2.478, -2.361], [0.349, 2.044, -1.043], [0.076, -0.261, 3.471], [1.482, -2.179, 4.160], [2.234, -3.802, 2.456], [1.678, -3.518, 0.078], [0.612, -1.376, -0.602], [-2.624, 0.471, -1.359], [-2.341, 1.229, -3.693], [-0.356, 2.563, -4.307], [1.435, 2.956, -2.597], [1.053, 2.299, -0.283]]}

Which value of charge does entry 2 give? 0

The lowest charge belongs to which entry? C13H29BClNO6PS